1.
Here is a molecular structure, C38H27N3O2PbS3 from OMol25. Energies are from ωB97M-V/def2-TZVPD.

Last column: Mulliken charge in e.
Cartesian coordinates (Å):
Pb: 1.03497 1.77947 -0.92481  0.8675
S: -1.11576 6.36921 -0.13741  -0.4304
S: 4.72291 -1.96883 1.19367  -0.1657
S: 4.04427 0.87718 1.80423  -0.1294
O: 1.10569 -0.64910 -2.04488  -0.6711
O: 2.88116 -4.30445 -1.02721  -0.7551
N: 2.51688 -1.78886 -0.60714  -0.3310
N: 2.76905 -0.57307 -0.02876  -0.1292
N: 0.50261 4.36652 -0.18999  -0.1396
C: -1.00744 -0.10492 0.76673  0.6674
C: 2.31365 5.17657 1.27747  -0.4434
C: -0.33269 0.90591 0.54869  -0.7035
C: -2.65966 4.46684 -2.05239  -0.7837
C: -3.00923 2.45390 -3.28945  -0.6209
C: -1.44512 3.94891 -1.58930  1.3437
C: 1.80999 -4.23452 -1.83792  0.5574
C: 0.34001 6.48955 0.79172  1.0369
C: 1.33813 -5.42098 -2.40819  -0.7598
C: 0.89580 -3.49101 2.45153  -0.3115
C: -0.62486 4.75899 -0.66575  0.7088
C: 0.39839 -4.77108 2.21788  -0.5459
C: 0.18106 -2.36679 2.07877  -0.5254
C: 5.69304 -1.11774 2.46585  -0.4761
C: -3.44707 3.72124 -2.90741  -0.7004
C: 0.22333 -5.41578 -3.22737  -0.1796
C: -0.44564 -4.22525 -3.49836  -0.8846
C: -6.01231 -0.92003 0.25298  -0.4854
C: -4.14769 -2.11523 1.24022  -0.3222
C: -1.08045 -2.45377 1.45274  0.3609
C: -5.50327 -1.99195 0.98217  -0.6167
C: 3.69307 -0.56390 0.82946  -0.0782
C: -5.10423 0.04104 -0.19387  -0.4425
C: -1.55043 -3.75948 1.20189  -0.2792
C: 5.74160 0.36234 2.11726  -0.6691
C: 1.08472 5.31725 0.63852  -0.7842
C: 2.77160 6.21514 2.06550  -0.5548
C: -3.19891 -1.16950 0.77016  0.3985
C: -0.83001 -4.88442 1.57752  -0.7186
C: 0.03564 -3.04715 -2.94922  -0.4358
C: -1.80446 1.95665 -2.82080  0.1142
C: -0.97103 2.67943 -1.95653  -1.1583
C: -3.74973 -0.07226 0.05431  -0.5797
C: 1.60352 -1.68837 -1.58669  0.2999
C: -1.78434 -1.24527 1.03000  -1.0485
C: 2.02019 7.38758 2.22209  -0.3649
C: 1.15867 -3.02241 -2.13025  0.1776
C: 0.80050 7.53651 1.58900  -0.6651
H: 0.60128 -1.38023 2.23739  0.3403
H: 1.85753 -6.34044 -2.16581  0.3566
H: -3.62459 1.84764 -3.94600  0.3869
H: 2.39607 8.18554 2.85037  0.3475
H: 0.21760 8.44045 1.71150  0.3634
H: -0.45758 -2.10057 -3.13040  0.4836
H: 5.22045 -1.25636 3.43905  0.2604
H: 6.14024 0.96353 2.93565  0.3753
H: 6.34561 0.52121 1.22234  0.2860
H: -7.07259 -0.83252 0.04693  0.3476
H: -2.47345 -3.88778 0.65109  0.6631
H: -5.46256 0.90015 -0.75397  0.3752
H: -1.50946 0.95402 -3.11732  0.3698
H: -3.80356 -2.94510 1.84380  0.5772
H: 2.87552 4.25785 1.15283  0.4223
H: -3.06932 0.69328 -0.29986  0.2900
H: -1.22352 -5.86703 1.33620  0.3038
H: -4.39379 4.11066 -3.26149  0.3490
H: 2.98193 -3.38055 -0.63381  0.7832
H: 6.68981 -1.56222 2.48381  0.3299
H: 3.72416 6.11936 2.57074  0.3691
H: 0.96643 -5.65084 2.49611  0.3272
H: -1.33210 -4.21790 -4.11978  0.3851
H: -6.18153 -2.74709 1.36996  0.3224
H: 1.86864 -3.36751 2.91493  0.3204
H: -0.13619 -6.35013 -3.64536  0.3474
H: -3.00113 5.44844 -1.73556  0.2735

Computed properties:
Highest occupied orbital energy ... 0.2 eV
Strongest force on any atom ... 0.6 eV/Å
E ... -86162.3368 eV
Total charge ... -2
Gap between HOMO and LUMO ... 3.528 eV
ΔE to the lowest compared entry with this formula, charge and spin ... 0.000 eV

***

2.
Here is a single C5H7N3 molecule at a distorted geometry from OMol25. Energies are from ωB97M-V/def2-TZVPD.

Last column: Mulliken charge in e.
Cartesian coordinates (Å):
N: -0.96822 1.49847 0.20696  -0.3463
N: 2.39887 -0.90397 -1.13615  -0.3723
N: 1.33988 -0.75926 -2.03941  -0.3929
C: -1.21992 -0.27675 1.76495  -0.3724
C: -1.85327 0.89454 1.36956  -0.4756
C: -0.22416 0.21363 -0.08156  0.2103
C: 0.26372 -0.27174 -1.59667  -0.1059
C: -0.24966 -0.72615 0.86742  -0.0266
H: 0.65483 -1.54205 0.70129  0.2579
H: -1.46586 -0.68253 2.84334  0.2490
H: -1.42577 2.09499 -0.46080  0.2710
H: 2.52003 -0.42414 -0.29158  0.2074
H: -2.69682 1.41060 1.83036  0.3634
H: 3.24687 -0.77438 -1.57591  0.2493
H: -0.32053 0.24874 -2.40180  0.2839

Computed properties:
Highest occupied orbital energy ... -8.2 eV
Strongest force on any atom ... 6.9 eV/Å
SMILES ... N/N=C\c1ccc[nH]1
E ... -9763.9935 eV
Total charge ... 0
Gap between HOMO and LUMO ... 9.047 eV
ΔE to the lowest compared entry with this formula, charge and spin ... 5.394 eV

***

3.
Here is 2 unconnected molecules or ions with the total composition C30H34BF3O3 at a distorted geometry from OMol25. Energies are from ωB97M-V/def2-TZVPD.

Last column: Mulliken charge in e.
Cartesian coordinates (Å):
F: 4.85447 -2.61595 2.85028  -0.2771
F: 4.56245 -0.43224 2.74652  -0.2433
F: 4.75875 -1.43349 4.70826  -0.2960
O: -5.30255 3.18335 0.60472  -0.4249
O: -2.65675 -1.52484 2.32143  -0.3516
O: -2.30328 -0.79595 4.53069  -0.4643
C: -3.98218 -1.43748 2.87213  2.4064
C: 2.00667 -2.02710 2.30938  -1.1289
C: -6.00959 3.93344 1.60249  -0.7162
C: -4.07757 0.67018 4.43836  -1.5640
C: -4.61568 -2.81065 2.88701  -2.2599
C: 0.58411 -1.60760 4.62395  -0.3248
C: -3.75411 -0.81138 4.34771  1.1877
C: 2.69399 -1.73468 3.48164  0.2646
C: 1.95982 -1.50723 4.64820  -1.0637
C: 0.63950 2.07540 5.42976  -0.7416
C: -3.23815 3.38551 1.93824  -0.6894
C: -3.98652 2.90587 0.84339  0.5344
C: -0.34487 1.44222 4.65654  0.3555
C: 0.63749 -2.13404 2.29448  -1.2485
C: -3.44824 1.86895 0.02150  -0.4862
C: -2.48351 1.04319 0.57186  -1.1592
C: -0.02005 0.99970 3.36222  0.2492
C: 2.21638 1.87305 3.60081  -0.6695
C: -1.94915 -4.23268 3.07722  -0.9920
C: -2.19748 2.58475 2.40811  -0.1685
C: -4.45838 -1.56217 5.45182  -1.9407
C: -0.09254 -2.15718 3.50880  1.9121
C: 4.20995 -1.56624 3.45649  0.7955
C: 1.23330 1.28302 2.81936  -0.4202
C: -4.79162 -0.57939 1.95259  -1.8464
C: 1.92234 2.24372 4.91238  -0.9130
C: -1.93464 1.32708 1.85013  -0.5361
C: -1.01477 0.28138 2.46991  0.8833
C: -1.06648 -3.20085 3.83178  -0.0189
C: -0.58321 -4.56004 3.48255  -0.3330
B: -1.93253 -0.67736 3.18921  0.1412
H: -5.54352 -1.46026 5.29386  0.3561
H: -2.20459 -4.10515 2.02837  0.1855
H: -1.53283 -3.02273 4.80593  0.5512
H: -4.38656 0.42482 1.90570  0.2695
H: -1.59635 2.96139 3.22148  0.3762
H: -4.10990 -3.50553 3.56120  0.2773
H: -0.51976 -0.18341 1.64108  0.9654
H: -2.71461 -4.79548 3.62811  0.2958
H: -4.74811 -0.99971 0.94960  0.3421
H: -5.66542 -2.69867 3.20102  0.4203
H: 2.60093 -2.22270 1.42650  0.4384
H: -4.60336 -3.22880 1.87052  0.4637
H: 0.08357 -1.36279 5.56790  0.2030
H: -3.51815 4.30422 2.45390  0.3583
H: -3.95336 1.63763 -0.93095  0.3959
H: -0.45428 -5.24352 4.31388  0.2903
H: -4.20034 -2.62636 5.48403  0.3012
H: 1.42158 1.00646 1.77252  0.3692
H: -5.13682 0.88884 4.24252  0.4327
H: 0.16831 -2.30485 1.33408  0.5570
H: -7.03513 3.91384 1.24102  0.2748
H: 2.70036 2.68027 5.52697  0.3919
H: 0.37938 2.41440 6.43011  0.4372
H: 3.20321 2.02154 3.16963  0.4708
H: -1.36540 1.33008 5.03007  0.1259
H: -2.11593 0.17824 0.00012  0.2808
H: -5.95596 3.46655 2.60283  0.2496
H: -3.80216 1.00739 5.44729  0.4105
H: 2.50555 -1.28238 5.56437  0.4233
H: -3.45797 1.23937 3.73694  0.2206
H: -5.82558 -0.52941 2.27579  0.4144
H: 0.13849 -4.57370 2.67386  0.2358
H: -5.63433 4.96447 1.64453  0.3124
H: -4.21138 -1.10400 6.41764  0.4508

Computed properties:
Highest occupied orbital energy ... -8.0 eV
Strongest force on any atom ... 3.3 eV/Å
SMILES ... COc1ccc([C@H](B2OC(C)(C)C(C)(C)O2)c2ccccc2)cc1.FC(F)(F)c1ccc(C2CC2)cc1
E ... -46632.5206 eV
Total charge ... 0
Gap between HOMO and LUMO ... 8.178 eV
ΔE to the lowest compared entry with this formula, charge and spin ... 0.000 eV

***

4.
Here is 3 unconnected molecules or ions with the total composition C3H8N2O at a distorted geometry from OMol25. Energies are from ωB97M-V/def2-TZVPD.

Last column: Mulliken charge in e.
Cartesian coordinates (Å):
O: 0.60426 2.14842 0.64104  -0.4036
N: 0.67981 -0.70394 0.42577  -0.5994
N: -1.15232 0.55144 0.49013  -0.1702
C: -0.10542 1.24632 0.42057  0.4131
C: -1.84794 -0.37119 -0.41037  -0.5518
C: 1.96331 -0.53757 -0.22616  -0.7966
H: 2.52372 -1.48330 -0.25308  0.2930
H: 1.79943 -0.24128 -1.26717  0.2713
H: -1.88734 -1.33303 0.09148  0.2587
H: 2.61547 0.22388 0.22608  0.2555
H: -2.84108 0.03121 -0.60263  0.3469
H: -1.31959 -0.48538 -1.35484  0.2375
H: -1.81599 1.77373 0.38796  0.2675
H: 0.78369 -0.81931 1.43124  0.1780

Computed properties:
Highest occupied orbital energy (spin up / spin down) ... -7.7 / -7.7 eV
Strongest force on any atom ... 8.4 eV/Å
E ... -8263.3331 eV
Total charge ... 0
Gap between HOMO and LUMO (spin up / spin down) ... 7.809 / 7.810 eV
ΔE to the lowest compared entry with this formula, charge and spin ... 5.993 eV

***

5.
Here is a molecular structure, C5H13O3 at a distorted geometry from OMol25. Energies are from ωB97M-V/def2-TZVPD.

Last column: Mulliken charge in e.
Cartesian coordinates (Å):
O: -1.33194 -1.62978 2.62665  -0.9725
O: 0.88133 -1.09450 1.55267  -0.7443
O: -0.09784 3.34487 -1.22326  -0.5635
C: -0.16497 1.09622 -0.08165  -0.3640
C: -0.30731 -0.10950 -1.11162  -1.0063
C: -0.29606 -1.52776 -0.48007  -0.1924
C: 0.58367 2.36082 -0.50896  -0.4927
C: 0.91848 -1.68938 0.36124  -0.7512
H: 0.51364 0.06543 -1.84939  0.3703
H: -1.16762 1.30844 0.27030  0.3881
H: -1.23011 -0.01002 -1.71588  0.3765
H: 1.72245 -1.05807 -0.22560  0.1953
H: 1.43548 2.24020 -1.05566  0.3315
H: 0.35338 0.68365 0.95167  0.2422
H: -1.11956 -2.50369 2.40010  0.1994
H: -0.45920 -2.19544 -1.36832  0.3053
H: 0.74271 2.78851 0.49072  0.2560
H: -0.92478 3.06976 -1.77668  0.2976
H: -0.12805 -0.98869 2.23688  0.4749
H: 1.34599 -2.65210 0.42924  0.3166
H: -1.26968 -1.49899 0.07762  0.3331

Computed properties:
Highest occupied orbital energy ... -3.6 eV
Strongest force on any atom ... 4.5 eV/Å
E ... -11536.3048 eV
Total charge ... -1
Gap between HOMO and LUMO ... 7.044 eV
ΔE to the lowest compared entry with this formula, charge and spin ... 2.238 eV

***

6.
Here is a molecular structure, C5H6O at a distorted geometry from OMol25. Energies are from ωB97M-V/def2-TZVPD.

Last column: Mulliken charge in e.
Cartesian coordinates (Å):
O: -1.12597 1.42349 1.84337  -0.5869
C: 0.33859 -0.65156 -1.10844  -0.7722
C: -1.05363 0.55899 -0.44057  -0.6504
C: 0.56955 -0.09434 1.18628  -0.4758
C: 1.16647 -0.56637 0.07859  -0.0642
C: -0.60247 0.74153 0.97909  0.5619
H: 0.94757 -0.20285 2.18314  0.4011
H: -0.41130 -1.40501 -1.18306  0.2808
H: -2.15643 0.38733 -0.38703  0.3157
H: -0.87945 1.30625 -1.18008  0.2924
H: 0.96472 -0.75492 -2.03576  0.3312
H: 2.24235 -0.74254 0.06445  0.3666

Computed properties:
Highest occupied orbital energy ... -9.2 eV
Strongest force on any atom ... 1.8 eV/Å
E ... -7326.8582 eV
Total charge ... 0
Gap between HOMO and LUMO ... 9.540 eV
ΔE to the lowest compared entry with this formula, charge and spin ... 2.426 eV

***

Which formula does entry 3 have?
C30H34BF3O3